Entry w
ORCA calculation (ωB97M-V/def2-TZVPD) on 2 unconnected molecules or ions with the total composition C2H8N2O2.

CARTESIAN COORDINATES (ANGSTROEM)
1 O 1.22 2.01 1.55
2 C 1.80 0.96 1.59
3 O 2.91 0.62 0.94
4 H 1.53 0.17 2.31
5 H 3.12 1.31 0.29
6 N -1.17 -1.58 -0.14
7 C -1.09 -0.13 -0.33
8 N -1.24 0.36 -1.69
9 H -2.09 -1.91 0.10
10 H -0.51 -2.23 -0.50
11 H -0.12 0.14 0.07
12 H -1.89 0.30 0.25
13 H -0.43 0.05 -2.24
14 H -2.03 -0.06 -2.19

Properties
- SMILES string: O=CO.NCN
- Net charge: 0
- Spin multiplicity: 1
- HOMO: -8.75 eV

Entry x
ORCA calculation (ωB97M-V/def2-TZVPD) on 2 unconnected molecules or ions with the total composition C2H8N2O2.

CARTESIAN COORDINATES (ANGSTROEM)
1 N 0.72 -2.54 0.96
2 C -0.12 -1.29 0.96
3 C 0.42 0.03 0.35
4 N 1.10 0.74 1.30
5 O 0.08 0.48 -0.72
6 H 0.20 -3.10 1.61
7 H 0.96 -2.88 0.05
8 H -1.09 -1.55 0.46
9 H -0.31 -1.17 2.02
10 H 1.27 0.31 2.19
11 H 1.46 1.68 1.19
12 O -1.80 3.40 -3.43
13 H -1.70 2.83 -4.19
14 H -1.18 3.05 -2.76

Properties
- SMILES string: NCC(N)=O.O
- Net charge: 0
- Spin multiplicity: 1
- HOMO: -9.53 eV

Entry y
ORCA calculation (ωB97M-V/def2-TZVPD) on 2 unconnected molecules or ions with the total composition C2H8N2O2.

CARTESIAN COORDINATES (ANGSTROEM)
1 O -1.56 -0.51 -0.74
2 C -2.26 0.23 -0.20
3 O -2.71 1.37 -0.76
4 H -2.57 0.28 0.86
5 H -3.56 1.16 -1.13
6 N 0.80 -0.95 1.04
7 C 1.31 0.27 0.44
8 N 2.12 0.13 -0.76
9 H 1.55 -1.64 1.15
10 H -0.05 -1.30 0.62
11 H 1.93 0.77 1.14
12 H 0.40 0.86 0.37
13 H 1.62 -0.39 -1.50
14 H 2.98 -0.28 -0.53

Properties
- SMILES string: O=CO.NCN
- Net charge: 0
- Spin multiplicity: 1
- HOMO: -8.52 eV

Entry z
ORCA calculation (ωB97M-V/def2-TZVPD) on 2 unconnected molecules or ions with the total composition C2H8N2O2.

CARTESIAN COORDINATES (ANGSTROEM)
1 C -0.11 2.24 -0.48
2 N -1.07 1.15 -0.72
3 C -0.87 -0.03 -0.05
4 N -1.56 -1.11 -0.62
5 O -0.18 -0.14 0.93
6 H 0.37 2.56 -1.40
7 H -0.61 3.06 0.00
8 H 0.70 1.87 0.16
9 H -1.27 1.00 -1.70
10 H -1.78 -1.80 0.08
11 H -2.44 -0.84 -1.04
12 O 3.05 -2.56 1.99
13 H 3.53 -3.11 1.35
14 H 2.25 -2.29 1.52

Properties
- SMILES string: CNC(N)=O.O
- Net charge: 0
- Spin multiplicity: 1
- HOMO: -10.12 eV

entry z comes first in stability; the runner-up is 0.814 eV higher.

Entry w
ORCA calculation (ωB97M-V/def2-TZVPD) on 2 unconnected molecules or ions with the total composition C2H8N2O2.

CARTESIAN COORDINATES (ANGSTROEM)
1 N -0.75 -0.56 1.66
2 C -0.17 -1.32 0.55
3 N -0.10 -0.32 -0.56
4 C -0.37 -0.57 -1.93
5 O -0.61 -1.67 -2.31
6 H -0.02 0.18 2.14
7 H -1.55 -0.15 1.25
8 H -0.71 -2.19 0.33
9 H 0.89 -1.56 0.80
10 H 0.46 0.50 -0.27
11 H -0.30 0.37 -2.57
12 O 0.77 2.23 0.06
13 H 1.75 2.41 -0.01
14 H 0.70 2.65 0.87

Properties
- SMILES string: NCNC=O.O
- Net charge: 0
- Spin multiplicity: 1
- HOMO: -8.76 eV

Entry x
ORCA calculation (ωB97M-V/def2-TZVPD) on a single C2H8N2O2 molecule.

CARTESIAN COORDINATES (ANGSTROEM)
1 N 0.85 -1.38 -0.68
2 C 0.53 -0.05 -0.21
3 N 0.99 0.37 1.11
4 C -1.18 0.42 -0.54
5 O -1.18 1.78 -0.61
6 O -1.95 -0.17 0.40
7 H 1.85 -1.53 -0.74
8 H 0.42 -2.10 -0.10
9 H 0.98 0.65 -0.92
10 H 0.77 -0.34 1.80
11 H 1.99 0.53 1.13
12 H -1.35 -0.02 -1.54
13 H -1.76 2.12 0.08
14 H -0.94 -0.28 0.82

Properties
- SMILES string: NC(N)C(O)O
- Net charge: 0
- Spin multiplicity: 1
- HOMO: -9.37 eV

Entry y
ORCA calculation (ωB97M-V/def2-TZVPD) on 3 unconnected molecules or ions with the total composition C2H8N2O2.

CARTESIAN COORDINATES (ANGSTROEM)
1 C 1.33 -0.25 -0.97
2 N 0.40 -0.39 0.13
3 C 0.91 0.04 1.41
4 N -0.17 0.41 2.14
5 O 2.08 0.20 1.63
6 H 1.39 -1.22 -1.47
7 H 0.95 0.47 -1.70
8 H 2.31 -0.02 -0.56
9 H -1.62 -0.87 -2.49
10 H -0.86 -0.35 2.17
11 H -2.49 1.00 0.90
12 H -2.33 1.65 0.58
13 H -0.56 -0.14 -0.13
14 O -1.32 -0.54 -1.64

Properties
- Net charge: 0
- Spin multiplicity: 1
- HOMO: -9.25 eV

entry w comes first in stability; the runner-up is 1.311 eV higher.

Entry w
ORCA calculation (ωB97M-V/def2-TZVPD) on 2 unconnected molecules or ions with the total composition C2H8N2O2.

CARTESIAN COORDINATES (ANGSTROEM)
1 N -0.16 -0.97 1.06
2 C 0.60 -0.89 -0.18
3 N 0.22 0.31 -0.90
4 C -0.44 0.20 -2.08
5 O -0.68 -0.83 -2.67
6 H 0.22 -1.61 1.74
7 H -1.16 -1.09 0.94
8 H 0.42 -1.71 -0.86
9 H 1.65 -0.84 0.10
10 H 0.09 1.11 -0.29
11 H -0.70 1.17 -2.53
12 O 0.16 2.00 1.68
13 H 0.44 1.08 1.77
14 H -0.65 2.05 2.20

Properties
- SMILES string: NCNC=O.O
- Net charge: 0
- Spin multiplicity: 1
- HOMO: -9.62 eV

Entry x
ORCA calculation (ωB97M-V/def2-TZVPD) on a molecular structure, C2H8N2O2.

CARTESIAN COORDINATES (ANGSTROEM)
1 C 0.89 -0.54 -0.05
2 C -1.52 -0.26 -0.59
3 N -0.57 -0.37 0.40
4 N 1.34 0.48 -0.95
5 O -0.29 1.16 1.26
6 O 1.65 -0.60 1.10
7 H -0.90 1.04 1.99
8 H 1.37 0.19 1.61
9 H 0.94 -1.51 -0.55
10 H 0.96 0.39 -1.89
11 H 1.16 1.40 -0.58
12 H -2.55 -0.24 -0.25
13 H -1.30 0.26 -1.53
14 H -1.18 -1.41 0.03

Properties
- Net charge: 0
- Spin multiplicity: 1
- HOMO: -9.10 eV

entry w comes first in stability; the runner-up is 5.111 eV higher.

Entry w
ORCA calculation (ωB97M-V/def2-TZVPD) on a single C2H8N2O2 molecule.

CARTESIAN COORDINATES (ANGSTROEM)
1 C -0.98 1.68 -1.21
2 N 0.16 1.17 -0.47
3 C -0.20 0.29 0.78
4 O -0.60 -0.84 0.11
5 O 0.20 -1.83 1.12
6 N 1.41 -2.27 0.54
7 H -1.48 0.90 -1.79
8 H -1.71 2.14 -0.54
9 H -0.63 2.46 -1.90
10 H 0.78 0.62 -1.07
11 H 0.69 0.32 1.42
12 H -1.03 0.76 1.31
13 H 2.11 -2.11 1.26
14 H 1.28 -3.28 0.46

Properties
- SMILES string: CNCOON
- Net charge: 0
- Spin multiplicity: 1
- HOMO: -8.42 eV

Entry x
ORCA calculation (ωB97M-V/def2-TZVPD) on 2 unconnected molecules or ions with the total composition C2H8N2O2.

CARTESIAN COORDINATES (ANGSTROEM)
1 N 0.71 1.84 1.71
2 C 1.09 0.87 2.61
3 O 0.44 0.53 3.57
4 H -0.23 2.17 1.93
5 H 0.75 1.57 0.73
6 H 2.09 0.45 2.45
7 N -0.72 -1.86 -2.15
8 C -0.18 -0.86 -1.27
9 O -0.99 0.28 -1.05
10 H -1.47 -2.36 -1.69
11 H -1.07 -1.46 -3.01
12 H -0.06 -1.30 -0.28
13 H 0.81 -0.57 -1.64
14 H -1.17 0.70 -1.91

Properties
- SMILES string: NC=O.NCO
- Net charge: 0
- Spin multiplicity: 1
- HOMO: -10.01 eV

entry x comes first in stability; the runner-up is 5.612 eV higher.

Entry w
ORCA calculation (ωB97M-V/def2-TZVPD) on 3 unconnected molecules or ions with the total composition C3H9S.

CARTESIAN COORDINATES (ANGSTROEM)
1 C -1.91 2.80 1.04
2 C -1.49 1.35 1.31
3 H -1.73 3.43 1.91
4 H -2.91 2.92 0.64
5 H -1.27 3.23 0.25
6 H -0.43 1.23 1.10
7 H -1.69 0.94 2.30
8 H -1.94 0.71 0.54
9 C 2.74 -3.82 -2.03
10 S 2.34 -1.61 -1.01
11 H 3.77 -3.61 -1.76
12 H 2.03 -4.24 -1.33
13 H 2.50 -3.32 -2.96

Properties
- Net charge: -1
- Spin multiplicity: 1
- HOMO: -2.43 eV

Entry x
ORCA calculation (ωB97M-V/def2-TZVPD) on 2 unconnected molecules or ions with the total composition C3H9S.

CARTESIAN COORDINATES (ANGSTROEM)
1 S -1.64 1.87 -2.44
2 H -0.74 2.66 -1.82
3 C -0.83 -0.89 -0.18
4 C 0.67 -0.79 0.13
5 C 0.94 0.31 1.13
6 H -1.32 -1.26 0.73
7 H -1.20 0.12 -0.37
8 H -1.11 -1.54 -1.00
9 H 1.04 -1.80 0.35
10 H 1.16 -0.51 -0.81
11 H 1.81 0.10 1.77
12 H 0.13 0.45 1.86
13 H 1.09 1.28 0.66

Properties
- Net charge: -1
- Spin multiplicity: 1
- HOMO: -2.44 eV

entry x comes first in stability; the runner-up is 2.514 eV higher.

Entry w
ORCA calculation (ωB97M-V/def2-TZVPD) on a single C7H8N2O2 molecule.

CARTESIAN COORDINATES (ANGSTROEM)
1 N -3.27 -1.03 -0.02
2 N -2.10 -0.40 -0.25
3 C -1.03 -0.68 0.61
4 O -1.13 -1.56 1.44
5 C 0.18 0.10 0.32
6 C 0.88 0.70 1.41
7 C 2.08 1.41 1.19
8 C 2.67 1.44 -0.13
9 C 2.02 0.88 -1.24
10 C 0.72 0.14 -0.93
11 O 0.19 -0.38 -2.06
12 H -3.38 -1.38 0.81
13 H -3.21 -2.09 -0.50
14 H -2.12 0.41 -0.60
15 H 0.60 0.50 2.23
16 H 2.53 1.79 1.93
17 H 3.73 1.79 -0.31
18 H 2.48 0.97 -2.19
19 H -0.60 -0.50 -1.86

Properties
- SMILES string: NNC(=O)c1ccccc1O
- Net charge: 0
- Spin multiplicity: 1
- HOMO: -8.88 eV

Entry x
ORCA calculation (ωB97M-V/def2-TZVPD) on a single C7H8N2O2 molecule.

CARTESIAN COORDINATES (ANGSTROEM)
1 C 0.11 2.69 1.28
2 O -1.23 2.23 0.86
3 N -1.48 1.19 0.05
4 C -0.72 0.25 -0.42
5 C -1.54 -0.69 -1.22
6 C -1.28 -2.00 -1.12
7 C -0.32 -2.58 -0.27
8 C 0.73 -1.68 0.11
9 C 0.72 -0.27 -0.27
10 N 1.95 0.25 -0.12
11 O 2.38 1.34 -0.50
12 H 0.28 1.90 2.02
13 H -0.03 3.70 1.85
14 H 0.88 2.77 0.56
15 H -2.30 -0.37 -1.88
16 H -2.21 -2.56 -1.36
17 H -0.17 -3.67 -0.17
18 H 1.51 -2.09 0.73
19 H 2.70 -0.41 -0.12

Properties
- SMILES string: CO/N=C1/C=CC=C/C1=[NH+]/[O-]
- Net charge: 0
- Spin multiplicity: 1
- HOMO (alpha / beta): -7.87 / -8.14 eV

entry w comes first in stability; the runner-up is 2.907 eV higher.